No. 1
Entry from the Open Molecules 2025 dataset: a cluster of 9 separate species, C26H52O24S5 in total (wB97M-V/def2-TZVPD).

Each line ends with the Mulliken charge.
Cartesian coordinates (Å):
O  3.0237  18.8814  10.7320  -0.526
S  1.6112  18.5045  10.7327  1.084
O  0.7356  19.1244  11.7428  -0.468
O  1.0822  18.7344  9.2041  -0.350
C  1.6751  17.8609  8.2734  -0.293
C  1.6397  16.5343  8.9967  -0.201
O  1.3801  16.9143  10.3711  -0.334
H  1.1766  17.7791  7.3076  0.323
H  2.6995  18.1442  8.0320  0.270
H  2.5553  15.9505  8.9024  0.239
H  0.8102  15.9058  8.6727  0.254
O  -4.8922  18.0836  15.1875  -0.460
S  -5.2619  17.8244  13.7785  1.068
O  -5.0810  18.8400  12.7179  -0.526
O  -4.4498  16.5118  13.2371  -0.284
C  -5.3405  15.3523  13.2194  -0.321
C  -6.5933  15.6557  14.0643  -0.354
O  -6.7131  17.0091  13.6559  -0.332
H  -5.5947  15.1965  12.1710  0.286
H  -4.8882  14.4856  13.7013  0.295
H  -6.3444  15.6418  15.1254  0.298
H  -7.3967  14.9630  13.8136  0.328
O  5.8515  12.0155  18.4548  -0.502
S  4.7755  12.5843  19.2042  1.131
O  4.9719  13.6087  20.2683  -0.540
O  3.6038  13.0883  18.1844  -0.298
C  2.3664  13.0687  18.8163  -0.329
C  2.3785  11.7881  19.4731  -0.207
O  3.7523  11.3898  19.6605  -0.334
H  2.2848  13.9339  19.4742  0.293
H  1.5779  13.0697  18.0637  0.257
H  1.8930  11.0072  18.8879  0.288
H  1.9152  11.9037  20.4529  0.237
O  -3.1487  14.1018  24.1824  -0.569
S  -2.1632  14.6432  23.2305  1.118
O  -2.1317  14.0885  21.8694  -0.505
O  -2.5512  16.2445  23.3134  -0.261
C  -1.8677  16.8327  24.4080  -0.377
C  -0.4897  16.0260  24.5267  -0.280
O  -0.7058  14.7613  24.0086  -0.291
H  -1.7973  17.8892  24.1495  0.314
H  -2.3950  16.6685  25.3478  0.281
H  -0.2842  15.9293  25.5928  0.282
H  0.2504  16.5626  23.9332  0.287
O  -2.5564  23.2358  20.7398  -0.514
S  -1.8656  23.3840  19.4403  1.018
O  -0.4111  23.2347  19.4470  -0.495
O  -2.4705  22.2815  18.3565  -0.275
C  -2.7733  22.7768  17.0636  -0.260
C  -2.3807  24.2846  17.1138  -0.293
O  -2.4437  24.6301  18.4862  -0.325
H  -2.2092  22.1827  16.3445  0.263
H  -3.8176  22.6758  16.7682  0.275
H  -3.0492  24.8702  16.4827  0.324
H  -1.3675  24.4013  16.7292  0.279
C  -0.1746  17.6334  16.6813  -0.447
C  -0.8534  17.2265  17.9497  -0.667
C  0.0997  17.8629  19.0341  -0.269
O  1.3627  17.6613  18.5303  -0.419
C  1.2853  17.6701  17.0499  -0.382
H  -0.6231  18.5970  16.4394  0.107
H  -0.4196  17.0863  15.7709  0.385
H  -0.9595  16.1446  18.0299  0.234
H  -1.8960  17.5383  18.0126  0.373
H  -0.1065  17.5110  20.0449  0.303
H  -0.1362  18.9270  19.0431  0.217
H  1.8006  16.8530  16.5451  0.322
H  1.5787  18.6373  16.6418  0.247
C  6.7192  13.7459  13.7044  -0.429
C  6.9467  15.0398  14.4530  -0.421
C  7.4738  16.0418  13.4796  -0.410
O  8.0435  15.1344  12.4921  -0.428
C  7.1401  14.0602  12.3039  -0.384
H  5.6916  13.3919  13.7868  0.279
H  7.2722  12.8820  14.0730  0.223
H  7.6380  14.8949  15.2831  0.216
H  6.0514  15.4035  14.9572  0.266
H  8.0829  16.8119  13.9530  0.341
H  6.5989  16.4984  13.0170  0.222
H  7.6044  13.2032  11.8161  0.301
H  6.3164  14.3561  11.6544  0.228
C  -7.8455  18.8262  20.9428  -0.385
C  -8.3979  19.5870  19.7054  -0.641
C  -8.7432  18.4437  18.6455  -0.335
O  -7.9097  17.3350  19.2226  -0.416
C  -7.0432  17.7510  20.2221  -0.359
H  -8.7558  18.4214  21.3850  0.256
H  -7.2441  19.4703  21.5845  0.326
H  -7.6570  20.1687  19.1569  0.268
H  -9.2084  20.2211  20.0646  0.344
H  -8.4717  18.7087  17.6237  0.227
H  -9.7418  18.0341  18.7973  0.267
H  -6.1206  18.0532  19.7264  0.192
H  -6.7631  16.7974  20.6696  0.258
C  4.5113  21.2414  21.7428  -0.554
C  5.3735  22.4758  21.8498  -0.521
C  5.7473  22.5003  23.3745  -0.320
O  4.8028  21.6716  23.9014  -0.428
C  3.7672  21.2438  23.0485  -0.329
H  5.2211  20.4190  21.6531  0.255
H  3.9030  21.2457  20.8384  0.364
H  4.7316  23.3361  21.6606  0.271
H  6.3466  22.4886  21.3587  0.311
H  5.4589  23.3509  23.9921  0.217
H  6.7280  22.2057  23.7478  0.221
H  2.8826  21.8771  23.1172  0.266
H  3.3340  20.2480  23.1420  0.249

* ΔE to the lowest compared entry with this formula, charge and spin: 705.6 kJ/mol
* gap between HOMO and LUMO: 9.16 eV
* molar mass: 909.01 g/mol
* structure (SMILES): O=S1(=O)OCCO1.O=S1(=O)OCCO1.O=S1(=O)OCCO1.O=S1(=O)OCCO1.O=S1(=O)OCCO1.C1CCOC1.C1CCOC1.C1CCOC1.C1CCOC1
* E_LUMO: 0.1265 eV

---

No. 2
Entry from the Open Molecules 2025 dataset: a cluster of 13 separate species, C26H52O52S13 in total (wB97M-V/def2-TZVPD).

Each line ends with the Mulliken charge.
Cartesian coordinates (Å):
C  7.3665  -4.0481  -0.7641  -0.058
C  6.3503  -3.7022  -1.8079  -0.269
O  5.4088  -4.7573  -2.1721  -0.287
S  5.9971  -6.1987  -1.5925  1.053
O  6.6690  -6.8881  -2.7404  -0.539
O  5.0022  -6.9179  -0.8186  -0.453
O  7.1024  -5.4133  -0.6093  -0.378
H  7.2888  -3.5912  0.2225  0.218
H  8.3622  -3.9590  -1.1985  0.233
H  6.7529  -3.3058  -2.7400  0.260
H  5.6246  -2.9787  -1.4364  0.224
C  5.1637  -5.2297  3.2378  -0.082
C  4.2033  -4.0910  2.9012  -0.200
O  4.0178  -3.4193  4.2532  -0.333
S  3.9410  -4.6416  5.3559  1.041
O  2.7669  -5.4509  5.1683  -0.487
O  4.2816  -4.1763  6.7357  -0.534
O  5.3499  -5.1799  4.6165  -0.369
H  6.1393  -4.9646  2.8302  0.185
H  4.7702  -6.1971  2.9258  0.293
H  3.3097  -4.4519  2.3920  0.240
H  4.6754  -3.2890  2.3337  0.238
C  3.4187  -0.3938  -5.5727  -0.258
C  2.4134  0.1372  -6.6218  -0.249
O  1.9523  1.2780  -5.9554  -0.294
S  3.2239  2.1379  -5.4037  1.024
O  2.9615  2.9499  -4.2019  -0.491
O  3.9346  2.7689  -6.4980  -0.552
O  3.9136  0.7255  -4.9388  -0.198
H  4.3095  -0.8007  -6.0512  0.233
H  2.9463  -0.9769  -4.7822  0.282
H  1.5069  -0.4607  -6.7166  0.219
H  2.9000  0.3944  -7.5627  0.280
C  -0.7991  3.4655  7.0055  -0.247
C  -0.1918  2.5764  5.9360  -0.273
O  -0.6753  1.2971  6.1756  -0.217
S  -0.8766  0.9967  7.7630  1.035
O  0.3003  0.3017  8.2768  -0.524
O  -2.1917  0.3538  8.0016  -0.522
O  -0.8172  2.6194  8.1838  -0.340
H  -1.7959  3.8287  6.7555  0.273
H  -0.2242  4.3516  7.2747  0.269
H  0.8885  2.5283  6.0731  0.242
H  -0.4621  2.7442  4.8935  0.298
C  -2.1629  -2.4361  -9.3301  -0.302
C  -1.3295  -3.5661  -8.9238  -0.220
O  -1.5791  -3.7852  -7.5273  -0.325
S  -2.4011  -2.5429  -6.7897  1.047
O  -1.5492  -2.0082  -5.6956  -0.421
O  -3.7812  -3.0065  -6.4487  -0.531
O  -2.2615  -1.6467  -8.1736  -0.318
H  -3.1122  -2.6999  -9.7963  0.269
H  -1.6839  -1.7822  -10.0589  0.281
H  -0.2782  -3.3854  -9.1481  0.258
H  -1.6643  -4.4538  -9.4604  0.268
C  -7.4657  5.2542  -3.8359  -0.257
C  -7.1110  4.8951  -2.4117  -0.255
O  -5.8431  4.2161  -2.4646  -0.237
S  -5.4374  3.6643  -3.9661  1.033
O  -6.0500  2.3877  -4.3223  -0.509
O  -3.9976  3.8406  -4.1798  -0.495
O  -6.4423  4.8550  -4.7189  -0.368
H  -7.5709  6.3209  -4.0337  0.256
H  -8.3066  4.6359  -4.1499  0.268
H  -7.9425  4.3737  -1.9375  0.242
H  -6.9788  5.6681  -1.6546  0.320
C  -7.2782  1.4465  1.9099  -0.205
C  -7.5140  0.4955  3.1612  -0.299
O  -6.7108  -0.6542  2.9558  -0.354
S  -5.2521  -0.1542  2.3017  0.986
O  -4.6337  -1.3468  1.6389  -0.462
O  -4.4840  0.5712  3.2972  -0.455
O  -6.0857  0.8700  1.3090  -0.272
H  -7.1263  2.5081  2.1048  0.240
H  -8.1443  1.3761  1.2519  0.249
H  -8.5717  0.2330  3.1835  0.314
H  -7.2835  0.9667  4.1167  0.266
C  8.6296  3.1669  -3.8138  -0.224
C  8.5370  4.0295  -2.5162  -0.471
O  7.5903  3.5406  -1.6432  -0.253
S  7.6108  1.8910  -1.7710  1.018
O  6.3027  1.2440  -1.6424  -0.384
O  8.6942  1.4187  -0.9952  -0.532
O  8.1299  1.9456  -3.3864  -0.338
H  9.6888  3.1685  -4.0709  0.243
H  8.0451  3.5251  -4.6613  0.289
H  8.2979  5.0797  -2.6834  0.326
H  9.5233  3.9481  -2.0596  0.329
C  -0.5683  1.6817  -0.4740  -0.323
C  -0.6835  0.4675  -1.4763  -0.238
O  -0.6791  -0.5853  -0.5576  -0.255
S  0.3043  -0.3191  0.7439  0.883
O  1.7487  -0.3288  0.3421  -0.485
O  -0.0807  -1.1327  1.9453  -0.429
O  -0.3524  1.2112  0.8520  -0.254
H  -1.3494  2.4418  -0.4851  0.393
H  0.3597  2.1551  -0.7948  0.238
H  0.1086  0.4506  -2.2249  0.178
H  -1.6108  0.5403  -2.0444  0.293
C  5.1452  5.2889  2.3795  -0.272
C  3.9824  4.5242  1.6363  -0.211
O  2.8679  4.7632  2.4707  -0.265
S  2.9154  6.0794  3.4813  1.039
O  2.8025  5.5753  4.8573  -0.508
O  1.8996  7.0482  3.1261  -0.497
O  4.5215  6.3835  3.0073  -0.361
H  5.9724  5.6746  1.7837  0.267
H  5.5647  4.7002  3.1953  0.285
H  4.1380  3.4469  1.5793  0.277
H  3.8048  4.9434  0.6459  0.245
C  -2.8684  -4.8136  4.9373  -0.150
C  -2.7341  -5.7286  3.7347  -0.367
O  -3.6509  -6.8359  3.9395  -0.302
S  -3.7430  -7.1863  5.5388  1.075
O  -2.6067  -7.9663  5.9762  -0.523
O  -5.0801  -7.6248  5.9687  -0.530
O  -3.4507  -5.6439  5.9800  -0.326
H  -3.6021  -4.0355  4.7271  0.157
H  -1.9523  -4.3402  5.2905  0.290
H  -1.6979  -6.0397  3.8677  0.247
H  -2.7718  -5.2503  2.7559  0.426
C  -0.8639  -5.9951  -3.0125  -0.255
C  -1.7512  -5.4159  -1.8366  -0.232
O  -2.0798  -6.5441  -1.0792  -0.326
S  -0.7695  -7.5872  -1.0551  1.044
O  -1.1931  -8.9158  -0.7449  -0.503
O  0.4091  -7.0114  -0.3599  -0.470
O  -0.6179  -7.2603  -2.6185  -0.321
H  0.0481  -5.4631  -3.2834  0.251
H  -1.5523  -6.1244  -3.8477  0.255
H  -2.6600  -4.9732  -2.2442  0.295
H  -1.2271  -4.7850  -1.1186  0.261
C  -6.3929  8.5502  3.0143  -0.242
C  -6.6817  7.4763  4.0620  -0.396
O  -6.0949  6.2269  3.5751  -0.313
S  -4.6570  6.5993  2.7731  1.027
O  -4.4749  5.5809  1.7106  -0.421
O  -3.5705  6.6856  3.7998  -0.535
O  -5.1934  8.1546  2.3046  -0.318
H  -6.2992  9.5255  3.4919  0.291
H  -7.2052  8.6542  2.2950  0.277
H  -7.7394  7.4116  4.3172  0.338
H  -6.2822  7.6260  5.0650  0.293

* ΔE to the lowest compared entry with this formula, charge and spin: 1109.5 kJ/mol
* gap between HOMO and LUMO: 10.07 eV
* molar mass: 1613.52 g/mol
* E_LUMO: -0.2330 eV

---

No. 3
Entry from the Open Molecules 2025 dataset: a cluster of 8 separate species, C26H53Cl14IN2O9P3 in total (wB97M-V/def2-TZVPD).

Each line ends with the Mulliken charge.
Cartesian coordinates (Å):
C  -3.0531  -2.3666  -0.2135  -0.667
C  -1.6143  -2.0324  0.1422  0.046
O  -0.7396  -2.9894  -0.4403  -0.452
C  -1.1818  -0.6466  -0.3531  0.489
C  -0.4685  0.1117  0.7821  0.792
C  -1.2167  0.3277  2.1218  -1.579
C  -2.7300  0.6000  2.0610  0.497
C  -3.2272  1.5278  0.9379  -1.489
I  -5.0531  0.8209  0.0373  0.025
N  0.6189  -0.8926  1.1158  0.423
C  1.7449  -0.6241  0.6069  -0.556
C  2.9564  -1.4107  0.8959  -0.849
O  3.5250  -1.8876  -0.2945  -0.080
N  2.9753  -3.1856  -0.6162  0.124
O  2.8833  -3.3105  -1.7503  -0.226
C  1.6145  0.5817  -0.2889  0.894
P  3.1889  1.5706  -0.5437  0.110
P  3.8637  1.2236  -2.5861  0.836
O  4.8805  0.1837  -2.6461  -0.683
O  2.6442  0.9112  -3.5293  -0.290
O  4.4723  2.5994  -3.0933  -0.490
C  0.5027  1.2860  0.4961  0.101
C  -0.0622  2.6356  0.0873  -0.894
P  -0.2056  2.9379  -1.6869  0.580
O  -0.3830  1.7254  -2.4682  -0.412
O  1.0248  3.8342  -2.1308  -0.555
O  -1.4444  3.9075  -1.9010  -0.569
H  -3.2220  -3.4379  -0.1799  0.397
H  -3.3298  -2.0210  -1.2009  0.152
H  -3.6881  -1.9415  0.5479  -0.323
H  -1.5517  -2.1074  1.2319  0.182
H  -1.1743  -3.8507  -0.4451  0.347
H  -0.4928  -0.8827  -1.1585  -0.790
H  -2.0108  -0.1314  -0.8155  0.460
H  -0.7086  1.0820  2.7087  0.270
H  -1.0847  -0.5845  2.6864  0.574
H  -2.9887  1.0888  2.9877  0.757
H  -3.2892  -0.3235  2.0686  -0.385
H  -3.4821  2.4893  1.3549  0.594
H  -2.5400  1.6905  0.1277  0.197
H  0.5132  -1.7192  1.6931  0.480
H  2.7544  -2.2103  1.6056  0.487
H  3.6557  -0.7460  1.3931  -0.066
H  1.3562  0.2623  -1.2949  -0.030
H  4.2088  1.0218  0.2464  -0.002
H  2.5345  -0.0500  -3.6403  0.271
H  4.0801  2.8728  -3.9423  0.234
H  0.9464  1.4728  1.4721  0.209
H  0.6418  3.3761  0.4714  0.166
H  -0.9959  2.8691  0.5718  0.510
H  1.6016  3.3211  -2.7158  0.280
H  -1.1399  4.8125  -2.0737  0.318
Cl  0.5251  -0.6490  -6.6653  -0.162
C  -1.0877  -1.2183  -6.1731  -0.538
C  -1.4567  -0.7999  -4.7695  -0.459
Cl  -0.4787  -1.6298  -3.5237  -0.054
H  -1.1041  -2.2994  -6.2833  0.326
H  -1.7995  -0.7897  -6.8759  0.362
H  -2.4942  -1.0690  -4.5794  0.415
H  -1.3439  0.2694  -4.6144  0.201
Cl  3.4792  1.0237  2.8953  -0.063
C  5.1413  1.6919  2.9667  -0.480
C  5.4197  2.3425  4.2954  -0.682
Cl  4.4617  3.8251  4.5174  -0.077
H  5.2533  2.3965  2.1459  0.301
H  5.8270  0.8616  2.8055  0.424
H  6.4699  2.6231  4.3478  0.371
H  5.1993  1.6717  5.1215  0.339
Cl  -0.0228  1.3976  6.5837  -0.171
C  -1.7966  1.5643  6.6303  -0.449
C  -2.4928  0.2284  6.6520  -0.575
Cl  -2.2935  -0.6451  5.1083  -0.054
H  -2.0986  2.1554  5.7694  0.261
H  -2.0426  2.1196  7.5333  0.378
H  -3.5610  0.3715  6.8035  0.302
H  -2.1153  -0.4084  7.4468  0.381
Cl  2.7271  6.3027  4.7909  -0.180
C  2.4903  6.5898  3.0510  -0.484
C  1.2265  5.9479  2.5414  -0.564
Cl  1.3357  4.1628  2.5540  0.015
H  3.3658  6.2168  2.5253  0.303
H  2.4335  7.6673  2.9085  0.370
H  1.0494  6.2495  1.5100  0.276
H  0.3642  6.2340  3.1370  0.367
Cl  6.6371  4.5820  -7.0267  -0.183
C  6.7952  3.0724  -6.0934  -0.277
C  6.0054  1.9427  -6.7006  -0.459
Cl  4.2420  2.1987  -6.5699  -0.175
H  6.4809  3.2740  -5.0726  0.137
H  7.8518  2.8126  -6.0827  0.346
H  6.2301  1.0160  -6.1752  0.284
H  6.2419  1.8096  -7.7524  0.401
Cl  -5.3782  -5.2387  0.9543  -0.129
C  -6.5996  -4.2517  1.7981  -0.505
C  -6.2231  -2.7947  1.7893  -0.542
Cl  -4.7867  -2.4763  2.7967  -0.082
H  -6.7061  -4.6345  2.8095  0.339
H  -7.5444  -4.3904  1.2761  0.317
H  -7.0356  -2.1932  2.1924  0.437
H  -6.0076  -2.4489  0.7807  0.265
Cl  -5.4110  -8.5148  -3.4877  -0.181
C  -4.7538  -9.3674  -2.0684  -0.411
C  -4.5321  -8.4391  -0.9030  -0.474
Cl  -3.2069  -7.2841  -1.2079  -0.163
H  -3.8312  -9.8571  -2.3681  0.322
H  -5.4775  -10.1320  -1.7927  0.302
H  -4.2548  -9.0143  -0.0216  0.317
H  -5.4272  -7.8674  -0.6730  0.299

* ΔE to the lowest compared entry with this formula, charge and spin: 133.7 kJ/mol
* gap between HOMO and LUMO: 8.44 eV
* net charge: +1
* molar mass: 1253.88 g/mol
* E_LUMO: -2.9679 eV